# C8F24KN4O16S8

A structure of composition C8F24KN4O16S8 at a distorted geometry (ωB97M-V/def2-TZVPD, the Open Molecules 2025 dataset).

Geometry as XYZ:
```
61
C8F24KN4O16S8, DFT ωB97M-V/def2-TZVPD
K -0.252 1.147 -0.358
C 2.722 -3.037 0.768
F 1.584 -3.669 0.481
F 2.810 -2.723 2.075
F 3.781 -3.727 0.399
S 2.776 -1.302 -0.169
O 3.685 -1.504 -1.339
O 1.400 -0.967 -0.507
N 3.333 -0.144 1.014
S 3.601 1.213 0.307
O 2.800 1.565 -0.859
O 3.479 2.289 1.286
C 5.509 1.119 -0.343
F 6.327 1.532 0.605
F 5.827 -0.128 -0.615
F 5.627 1.722 -1.567
C -0.418 -3.964 -2.541
F -0.519 -4.327 -1.250
F 0.751 -3.236 -2.667
F -0.648 -5.078 -3.319
S -1.934 -2.674 -2.736
O -3.053 -3.467 -3.260
O -2.158 -2.165 -1.363
N -1.225 -1.494 -3.723
S -2.060 -0.250 -3.705
O -3.467 -0.375 -3.367
O -1.370 0.728 -2.854
C -2.063 0.329 -5.488
F -2.187 1.664 -5.543
F -0.853 0.021 -6.017
F -3.058 -0.211 -6.192
C -0.242 4.225 -2.366
F -0.129 5.470 -2.670
F -0.045 3.663 -3.488
F 0.460 3.974 -1.285
S -2.200 4.058 -2.104
O -2.761 5.316 -1.586
O -2.752 3.696 -3.475
N -2.324 2.715 -1.055
S -3.919 2.456 -0.914
O -4.533 3.689 -0.408
O -4.697 1.818 -1.988
C -4.034 1.340 0.592
F -3.562 1.973 1.635
F -5.359 1.140 0.826
F -3.489 0.137 0.460
C 1.665 -0.537 7.104
F 2.895 -0.146 7.248
F 1.407 -1.325 8.251
F 0.952 0.566 7.083
S 1.211 -1.389 5.500
O 2.006 -2.641 5.622
O -0.218 -1.704 5.656
N 1.688 -0.507 4.074
S 0.291 -0.094 3.443
O -0.674 0.456 4.433
O 0.387 0.785 2.254
C -0.553 -1.726 2.676
F -1.726 -1.891 3.118
F -0.675 -1.521 1.321
F 0.181 -2.885 2.889
```

The calculation puts the largest force on an atom at 5.89 eV/A. The net charge is -3. The calculation puts the LUMO energy at 5.72 eV. As for the orbital gap: 8.1 eV. The energy above the lowest of the compared OMol25 structures with the same formula, charge and spin comes out at 139.1 kcal/mol.